Molecular formula: C19H25ClFN2O2
Method: DFT, ωB97M-V/def2-TZVPD

Each line ends with the Mulliken charge.
Geometry (Å):
C  -3.073  0.617  -2.553  -0.943
O  -2.401  0.916  -1.351  -0.463
C  -1.055  0.994  -1.352  0.987
C  -0.234  0.652  -2.415  -0.374
C  1.150  0.761  -2.316  0.558
C  2.065  0.368  -3.447  -1.771
N  3.032  -0.619  -2.972  -0.134
C  2.547  -1.985  -2.876  -0.721
C  2.736  -2.480  -1.434  -0.572
N  1.921  -1.679  -0.492  0.832
C  0.525  -2.136  -0.449  -0.887
C  2.494  -1.653  0.860  -0.816
C  1.709  1.214  -1.128  -1.168
C  0.898  1.576  -0.053  -0.287
C  -0.477  1.455  -0.137  0.737
O  -1.374  1.724  0.834  -0.266
C  -0.972  2.212  2.103  -0.513
C  -1.880  1.594  3.134  -0.505
C  -2.837  2.335  3.818  0.415
F  -2.923  3.650  3.574  -0.305
C  -3.691  1.769  4.749  -0.707
C  -3.599  0.414  5.008  -0.314
C  -2.662  -0.364  4.348  -0.765
C  -1.824  0.235  3.427  0.965
Cl  -0.657  -0.737  2.624  -0.238
H  -2.861  -0.403  -2.890  0.350
H  -2.813  1.326  -3.344  0.384
H  -4.133  0.705  -2.325  0.258
H  -0.667  0.320  -3.346  0.481
H  1.481  0.008  -4.305  0.368
H  2.625  1.249  -3.770  0.518
H  3.884  -0.570  -3.513  0.313
H  1.491  -2.036  -3.156  0.284
H  3.092  -2.667  -3.535  0.454
H  3.787  -2.358  -1.172  0.377
H  2.467  -3.534  -1.342  0.380
H  1.921  -0.687  -0.863  -0.534
H  -0.061  -1.478  0.190  0.103
H  0.481  -3.147  -0.045  0.406
H  0.094  -2.129  -1.446  0.341
H  3.482  -1.198  0.841  0.379
H  1.848  -1.079  1.521  0.235
H  2.576  -2.667  1.250  0.412
H  2.776  1.365  -1.064  0.272
H  1.368  1.978  0.830  0.482
H  -1.066  3.303  2.118  0.429
H  0.062  1.936  2.335  0.269
H  -4.412  2.393  5.251  0.467
H  -4.258  -0.043  5.728  0.384
H  -2.583  -1.421  4.549  0.441

Values from the calculation:
relative energy (zero: lowest compared OMol25 entry of this formula, charge and spin)	0.0	kJ/mol
E	-42417.3701	eV
HOMO-LUMO gap	8.971	eV
charge	+1
SMILES	COc1cc(CNCC[NH+](C)C)ccc1OCc1c(F)cccc1Cl
spin multiplicity	1
highest occupied orbital energy	-11.036	eV


Molecular formula: C19H16As2Cl5O2S4Y
Method: DFT, ωB97M-V/def2-TZVPD

Each line ends with the Mulliken charge.
Geometry (Å):
Y  -0.182  -0.343  -0.028  0.360
C  1.269  3.629  0.762  -1.124
As  0.209  2.493  -0.408  1.143
C  -1.404  3.535  -0.643  -1.318
C  1.121  2.723  -2.109  0.102
C  0.798  3.769  -2.965  -0.572
C  1.441  3.897  -4.188  -0.765
C  2.415  2.986  -4.555  -0.740
C  2.746  1.940  -3.706  -0.404
C  2.106  1.796  -2.481  0.275
As  2.436  0.267  -1.319  0.986
C  3.459  -0.908  -2.473  -1.373
C  3.815  0.878  -0.082  -1.120
H  1.326  4.624  0.319  0.400
H  2.275  3.232  0.868  0.321
H  0.809  3.699  1.747  0.397
H  -1.157  4.586  -0.790  0.479
H  -2.030  3.421  0.240  0.387
H  -1.948  3.141  -1.500  0.302
H  0.030  4.486  -2.706  0.317
H  1.172  4.705  -4.856  0.411
H  2.912  3.077  -5.512  0.403
H  3.498  1.230  -4.023  0.298
H  2.843  -1.201  -3.321  0.378
H  3.742  -1.796  -1.911  0.415
H  4.362  -0.407  -2.821  0.416
H  4.463  1.622  -0.542  0.382
H  4.404  0.010  0.214  0.485
H  3.353  1.280  0.817  0.151
O  -4.442  1.970  -4.993  -0.569
C  -3.798  1.417  -4.146  0.578
S  -2.314  0.498  -4.465  -0.165
C  -1.996  0.019  -2.811  0.350
C  -2.848  0.469  -1.868  0.069
S  -2.747  0.190  -0.130  -0.439
S  -4.182  1.466  -2.412  -0.170
S  -0.554  -0.972  -2.577  -0.472
Cl  1.672  -0.103  7.334  -0.187
C  1.534  -0.336  5.637  0.454
C  0.448  0.193  4.945  -0.249
Cl  -0.772  1.078  5.769  -0.180
C  0.358  -0.005  3.576  1.024
Cl  -0.992  0.602  2.661  -0.223
C  1.322  -0.712  2.846  -0.694
O  1.207  -0.856  1.555  -0.609
C  2.404  -1.243  3.567  0.324
Cl  3.597  -2.116  2.687  -0.172
C  2.508  -1.055  4.939  0.116
Cl  3.849  -1.713  5.789  -0.176

Values from the calculation:
relative energy (zero: lowest compared OMol25 entry of this formula, charge and spin)	0.0	kJ/mol
E	-252734.9215	eV
HOMO-LUMO gap	7.127	eV
spin multiplicity	1
highest occupied orbital energy	-7.274	eV


Molecular formula: C3H4FNS
Method: DFT, ωB97M-V/def2-TZVPD

Each line ends with the Mulliken charge.
Geometry (Å):
C  0.528  -1.176  0.314  0.098
C  -0.824  -0.828  0.145  -0.590
C  -0.052  1.615  0.456  -0.541
N  1.498  -0.377  0.282  -0.349
F  2.751  -1.005  0.313  -0.230
S  -1.448  0.773  0.162  0.090
H  0.854  -2.216  0.298  0.401
H  -1.677  -1.468  0.308  0.329
H  -0.185  2.717  0.348  0.257
H  0.839  1.094  0.644  0.535

Values from the calculation:
relative energy (zero: lowest compared OMol25 entry of this formula, charge and spin)	414.7	kJ/mol
E	-18213.7002	eV
HOMO-LUMO gap (alpha / beta)	7.480 / 7.486	eV
spin multiplicity	1
highest occupied orbital energy (alpha / beta)	-8.114 / -8.115	eV


Molecular formula: C24H29BrGeN2O2Ti
Method: DFT, ωB97M-V/def2-TZVPD

Each line ends with the Mulliken charge.
Geometry (Å):
Ti  1.775  -1.696  -1.296  1.336
Br  6.874  0.803  3.524  -0.161
C  5.819  0.128  2.113  -0.268
C  6.284  0.218  0.798  -0.368
C  5.537  -0.277  -0.246  -0.660
C  4.288  -0.862  -0.010  0.753
O  3.593  -1.374  -1.013  -0.741
C  3.810  -0.935  1.317  -0.262
C  2.556  -1.542  1.655  0.186
N  1.604  -1.836  0.827  0.274
C  0.454  -2.534  1.285  -0.168
C  -0.066  -2.495  2.548  -0.394
C  -1.197  -3.275  2.876  -0.991
C  -1.794  -4.073  1.946  -0.920
C  -1.295  -4.114  0.622  0.979
C  -1.868  -4.897  -0.406  -0.565
C  -1.334  -4.867  -1.662  -0.784
C  -0.222  -4.045  -1.906  -0.218
N  0.346  -3.307  -0.974  0.108
C  -0.176  -3.333  0.294  0.516
C  4.608  -0.454  2.374  -0.732
H  7.247  0.672  0.604  0.435
H  5.900  -0.229  -1.263  0.451
H  2.437  -1.808  2.705  0.426
H  0.368  -1.853  3.302  0.499
H  -1.590  -3.230  3.882  0.427
H  -2.658  -4.671  2.204  0.439
H  -2.730  -5.515  -0.186  0.462
H  -1.750  -5.451  -2.469  0.426
H  0.205  -3.987  -2.900  0.483
H  4.250  -0.534  3.393  0.468
C  -1.452  5.504  -1.022  -1.345
C  -0.682  4.354  -1.657  -0.198
C  0.160  3.587  -0.645  -0.603
C  0.922  2.412  -1.260  -0.850
Ge  -0.250  1.048  -2.027  0.099
C  -1.691  0.517  -0.815  -0.800
C  -2.901  1.448  -0.731  -0.337
C  -3.980  0.923  0.210  -0.497
C  -5.177  1.860  0.305  -1.323
H  -2.047  6.043  -1.759  0.370
H  -0.771  6.217  -0.556  0.352
H  -2.130  5.138  -0.247  0.270
H  -0.033  4.730  -2.453  0.432
H  -1.391  3.674  -2.146  0.166
H  -0.483  3.228  0.166  0.213
H  0.868  4.279  -0.180  0.468
H  1.518  1.898  -0.499  0.315
H  1.616  2.759  -2.028  0.467
H  -0.679  1.243  -3.486  -0.041
H  -1.235  0.407  0.176  0.344
H  -2.014  -0.482  -1.125  0.469
H  -3.333  1.589  -1.727  0.383
H  -2.593  2.441  -0.391  -0.007
H  -3.544  0.775  1.204  0.329
H  -4.305  -0.064  -0.134  0.343
H  -4.874  2.842  0.673  0.300
H  -5.937  1.471  0.982  0.391
H  -5.641  2.001  -0.673  0.328
O  0.782  -0.467  -2.094  -0.473

Values from the calculation:
relative energy (zero: lowest compared OMol25 entry of this formula, charge and spin)	9.2	kJ/mol
E	-182106.0736	eV
HOMO-LUMO gap (alpha / beta)	7.283 / 7.264	eV
<S²>	0.75
charge	+1
spin multiplicity	2
highest occupied orbital energy (alpha / beta)	-11.187 / -11.193	eV


Molecular formula: C8H17O7PS
Method: DFT, ωB97M-V/def2-TZVPD

Each line ends with the Mulliken charge.
Geometry (Å):
C  0.136  -0.577  -2.484  -1.197
P  -0.420  -1.223  -0.856  0.068
O  0.332  -2.701  -0.748  -0.410
C  0.403  -0.035  0.322  0.034
O  -0.552  1.021  0.475  -0.139
S  0.162  1.982  1.601  1.106
O  -0.772  2.675  2.404  -0.571
O  1.036  2.830  0.866  -0.581
O  0.949  0.841  2.373  -0.327
C  0.655  -0.478  1.720  -0.235
C  1.851  -1.376  2.000  -1.007
C  3.110  -0.528  2.082  0.381
C  4.415  -1.271  1.495  -1.062
O  3.574  -0.046  0.944  -0.340
H  1.225  -0.483  -2.455  0.394
H  -0.245  0.441  -2.570  0.309
H  -0.179  -1.223  -3.294  0.440
H  -0.012  -3.220  -1.480  0.307
H  1.358  0.232  -0.142  0.285
H  -0.240  -0.776  2.264  0.549
H  1.764  -1.852  2.974  0.389
H  2.088  -2.058  1.191  0.435
H  3.264  0.078  2.968  0.461
H  5.275  -0.949  0.903  0.425
H  4.936  -0.960  2.457  0.213
C  -4.188  0.258  -1.793  -0.718
C  -3.712  1.692  -1.951  -0.193
O  -3.331  2.254  -0.699  -0.503
H  -5.041  0.203  -1.115  0.270
H  -4.479  -0.172  -2.754  0.314
H  -3.393  -0.348  -1.357  0.117
H  -4.504  2.317  -2.360  0.314
H  -2.853  1.739  -2.632  0.189
H  -2.612  1.713  -0.350  0.283

Values from the calculation:
E	-43021.8687	eV
HOMO-LUMO gap	9.194	eV
spin multiplicity	1
highest occupied orbital energy	-8.998	eV


Molecular formula: C8H38F6O11P
Method: DFT, ωB97M-V/def2-TZVPD

Each line ends with the Mulliken charge.
Geometry (Å):
P  1.606  -0.819  -1.984  1.197
F  3.068  -1.430  -2.103  -0.351
F  2.203  0.158  -0.831  -0.364
F  2.025  0.188  -3.245  -0.380
F  0.124  -0.073  -1.877  -0.384
F  0.929  -1.801  -3.095  -0.360
F  1.367  -1.805  -0.709  -0.360
C  -2.285  -1.706  4.418  -1.019
C  -3.461  -2.520  3.981  -0.127
O  -3.482  -3.849  4.464  -0.533
H  -2.366  -1.303  5.427  0.280
H  -2.165  -0.837  3.770  0.322
H  -1.380  -2.312  4.377  0.296
H  -3.430  -2.536  2.891  0.221
H  -4.407  -2.035  4.223  0.259
H  -4.262  -4.289  4.120  0.303
C  -6.173  1.287  -0.194  -0.813
C  -7.472  2.076  -0.049  -0.321
O  -7.816  2.424  -1.359  -0.515
H  -5.369  1.866  -0.648  0.305
H  -6.331  0.310  -0.650  0.239
H  -5.841  1.157  0.836  0.276
H  -7.375  2.950  0.595  0.258
H  -8.314  1.521  0.363  0.263
H  -7.243  3.150  -1.617  0.308
C  -1.369  5.389  1.638  -0.859
C  -0.093  5.494  0.770  -0.237
O  -0.340  4.931  -0.501  -0.531
H  -1.110  5.498  2.691  0.315
H  -1.699  4.357  1.516  0.225
H  -2.165  6.082  1.368  0.272
H  0.634  4.773  1.143  0.227
H  0.328  6.499  0.770  0.266
H  -0.031  4.024  -0.559  0.322
C  5.065  0.039  5.425  -0.907
C  4.175  1.041  6.114  -0.242
O  3.624  1.931  5.163  -0.511
H  6.012  0.355  4.986  0.257
H  4.505  -0.368  4.583  0.267
H  5.260  -0.856  6.015  0.316
H  4.672  1.526  6.954  0.282
H  3.366  0.520  6.626  0.230
H  2.952  1.498  4.631  0.309
O  4.997  -3.660  -5.965  -0.653
H  5.469  -4.014  -5.211  0.319
H  4.100  -3.539  -5.651  0.331
O  0.003  -7.306  -3.348  -0.644
H  -0.255  -7.015  -4.223  0.311
H  -0.569  -6.820  -2.755  0.332
O  7.010  0.398  -3.270  -0.649
H  6.134  0.034  -3.398  0.345
H  7.279  0.077  -2.409  0.306
O  -3.069  -4.551  -1.491  -0.650
H  -3.515  -4.095  -2.205  0.314
H  -2.564  -3.868  -1.049  0.336
O  -2.569  1.753  -5.507  -0.647
H  -2.573  1.246  -4.695  0.328
H  -2.048  1.228  -6.115  0.318
O  7.015  -5.419  -2.083  -0.634
H  7.436  -4.703  -1.607  0.315
H  6.429  -5.822  -1.441  0.320
O  2.043  4.792  -5.884  -0.639
H  1.663  4.699  -6.758  0.310
H  1.651  4.083  -5.375  0.330

Values from the calculation:
relative energy (zero: lowest compared OMol25 entry of this formula, charge and spin)	206.5	kJ/mol
E	-57035.0032	eV
HOMO-LUMO gap	10.269	eV
charge	-1
spin multiplicity	1
highest occupied orbital energy	-8.343	eV


Please write out number 1 again, unchanged.
Molecular formula: C19H25ClFN2O2
Method: DFT, ωB97M-V/def2-TZVPD

Each line ends with the Mulliken charge.
Geometry (Å):
C  -3.073  0.617  -2.553  -0.943
O  -2.401  0.916  -1.351  -0.463
C  -1.055  0.994  -1.352  0.987
C  -0.234  0.652  -2.415  -0.374
C  1.150  0.761  -2.316  0.558
C  2.065  0.368  -3.447  -1.771
N  3.032  -0.619  -2.972  -0.134
C  2.547  -1.985  -2.876  -0.721
C  2.736  -2.480  -1.434  -0.572
N  1.921  -1.679  -0.492  0.832
C  0.525  -2.136  -0.449  -0.887
C  2.494  -1.653  0.860  -0.816
C  1.709  1.214  -1.128  -1.168
C  0.898  1.576  -0.053  -0.287
C  -0.477  1.455  -0.137  0.737
O  -1.374  1.724  0.834  -0.266
C  -0.972  2.212  2.103  -0.513
C  -1.880  1.594  3.134  -0.505
C  -2.837  2.335  3.818  0.415
F  -2.923  3.650  3.574  -0.305
C  -3.691  1.769  4.749  -0.707
C  -3.599  0.414  5.008  -0.314
C  -2.662  -0.364  4.348  -0.765
C  -1.824  0.235  3.427  0.965
Cl  -0.657  -0.737  2.624  -0.238
H  -2.861  -0.403  -2.890  0.350
H  -2.813  1.326  -3.344  0.384
H  -4.133  0.705  -2.325  0.258
H  -0.667  0.320  -3.346  0.481
H  1.481  0.008  -4.305  0.368
H  2.625  1.249  -3.770  0.518
H  3.884  -0.570  -3.513  0.313
H  1.491  -2.036  -3.156  0.284
H  3.092  -2.667  -3.535  0.454
H  3.787  -2.358  -1.172  0.377
H  2.467  -3.534  -1.342  0.380
H  1.921  -0.687  -0.863  -0.534
H  -0.061  -1.478  0.190  0.103
H  0.481  -3.147  -0.045  0.406
H  0.094  -2.129  -1.446  0.341
H  3.482  -1.198  0.841  0.379
H  1.848  -1.079  1.521  0.235
H  2.576  -2.667  1.250  0.412
H  2.776  1.365  -1.064  0.272
H  1.368  1.978  0.830  0.482
H  -1.066  3.303  2.118  0.429
H  0.062  1.936  2.335  0.269
H  -4.412  2.393  5.251  0.467
H  -4.258  -0.043  5.728  0.384
H  -2.583  -1.421  4.549  0.441

Values from the calculation:
relative energy (zero: lowest compared OMol25 entry of this formula, charge and spin)	0.0	kJ/mol
E	-42417.3701	eV
HOMO-LUMO gap	8.971	eV
charge	+1
SMILES	COc1cc(CNCC[NH+](C)C)ccc1OCc1c(F)cccc1Cl
spin multiplicity	1
highest occupied orbital energy	-11.036	eV


Q: Number 2 is which compound?
A: C19H16As2Cl5O2S4Y